{"formula": "C50H68AsNO4SW", "method": "wB97M-V/def2-TZVPD", "s2": 2.02, "lumo_ev": [-6.1, -7.0], "total_charge": 2, "max_force_ev_per_a": 0.61, "energy_ha": -5002.3841, "homo_lumo_gap_ev": [6.22, 5.79], "relative_energy_kj_mol": 0.0, "spin_multiplicity": 3, "species": ["W", "C", "O", "C", "C", "C", "C", "C", "C", "C", "C", "C", "C", "C", "C", "C", "C", "C", "C", "C", "C", "C", "C", "C", "C", "C", "C", "C", "C", "C", "C", "C", "C", "O", "C", "C", "C", "C", "C", "O", "C", "C", "C", "C", "C", "C", "O", "C", "C", "C", "C", "H", "H", "H", "H", "H", "H", "H", "H", "H", "H", "H", "H", "H", "H", "H", "H", "H", "H", "H", "H", "H", "H", "H", "H", "H", "H", "H", "H", "H", "H", "H", "H", "H", "H", "H", "H", "H", "H", "H", "H", "H", "H", "H", "H", "H", "H", "H", "H", "H", "H", "H", "H", "H", "H", "H", "H", "H", "H", "C", "As", "C", "C", "S", "H", "H", "H", "H", "H", "H", "H", "H", "H", "N", "C", "H"], "xyz": [[2.18, 0.33, 1.56], [4.32, -1.65, 0.10], [3.01, -1.02, 0.13], [2.16, -1.30, -0.99], [2.22, -0.46, -2.10], [3.20, 0.70, -2.21], [2.57, 2.06, -2.03], [2.70, 3.07, -2.96], [2.17, 4.35, -2.75], [1.52, 4.59, -1.54], [1.37, 3.60, -0.57], [0.71, 3.88, 0.76], [-0.44, 2.96, 1.08], [-1.64, 3.12, 0.40], [-2.72, 2.27, 0.60], [-2.59, 1.25, 1.54], [-1.42, 1.06, 2.26], [-1.35, -0.10, 3.24], [-1.34, -1.44, 2.55], [-2.35, -2.38, 2.66], [-2.27, -3.62, 2.03], [-1.13, -3.91, 1.28], [-0.10, -3.00, 1.13], [1.15, -3.25, 0.32], [1.25, -2.34, -0.89], [0.36, -2.52, -1.94], [0.36, -1.70, -3.06], [1.31, -0.68, -3.12], [-0.64, -1.86, -4.20], [-1.61, -3.02, -3.96], [-1.46, -0.57, -4.32], [0.12, -2.12, -5.51], [-0.24, -1.77, 1.77], [0.76, -0.86, 1.67], [-3.38, -4.67, 2.13], [-3.90, -4.99, 0.72], [-2.81, -5.94, 2.77], [-4.56, -4.18, 2.97], [-0.36, 1.92, 2.00], [0.91, 1.67, 2.62], [1.24, 2.42, 3.82], [-4.03, 2.39, -0.19], [-5.19, 2.61, 0.79], [-4.00, 3.57, -1.17], [-4.25, 1.10, -0.98], [1.88, 2.35, -0.85], [1.69, 1.34, 0.05], [2.33, 5.42, -3.83], [1.68, 6.74, -3.43], [1.65, 4.92, -5.12], [3.82, 5.66, -4.09], [4.19, -2.66, -0.28], [4.98, -1.09, -0.56], [4.69, -1.65, 1.12], [4.01, 0.58, -1.48], [3.67, 0.66, -3.19], [3.22, 2.86, -3.88], [1.12, 5.57, -1.33], [1.47, 3.84, 1.55], [0.35, 4.91, 0.76], [-1.71, 3.92, -0.32], [-3.41, 0.58, 1.73], [-0.45, -0.01, 3.86], [-2.21, -0.04, 3.91], [-3.22, -2.14, 3.26], [-1.04, -4.87, 0.78], [2.03, -3.12, 0.96], [1.15, -4.29, -0.02], [-0.36, -3.33, -1.86], [1.34, -0.02, -3.98], [-2.19, -2.88, -3.05], [-2.31, -3.09, -4.79], [-1.09, -3.98, -3.89], [-2.01, -0.36, -3.40], [-0.83, 0.29, -4.54], [-2.18, -0.66, -5.14], [0.71, -3.03, -5.44], [-0.59, -2.24, -6.33], [0.78, -1.30, -5.76], [-3.11, -5.40, 0.08], [-4.69, -5.74, 0.78], [-4.30, -4.10, 0.24], [-2.00, -6.37, 2.19], [-2.44, -5.74, 3.78], [-3.59, -6.70, 2.85], [-5.02, -3.29, 2.55], [-5.32, -4.96, 3.01], [-4.26, -3.97, 4.00], [0.45, 3.15, 3.99], [1.31, 1.72, 4.65], [2.19, 2.92, 3.66], [-5.05, 3.52, 1.38], [-6.13, 2.70, 0.24], [-5.30, 1.77, 1.49], [-3.87, 4.52, -0.66], [-3.21, 3.45, -1.91], [-4.95, 3.61, -1.70], [-4.32, 0.23, -0.32], [-5.18, 1.17, -1.55], [-3.43, 0.93, -1.68], [0.61, 6.64, -3.26], [2.14, 7.16, -2.53], [1.82, 7.47, -4.23], [0.59, 4.74, -4.96], [1.75, 5.68, -5.90], [2.11, 4.00, -5.49], [4.32, 6.02, -3.19], [4.33, 4.76, -4.43], [3.94, 6.42, -4.87], [3.13, -2.36, 6.21], [2.18, -2.51, 4.53], [2.96, -4.04, 3.65], [0.38, -3.07, 4.98], [3.31, -0.44, 3.32], [3.00, -3.28, 6.78], [2.74, -1.51, 6.77], [4.18, -2.20, 6.00], [3.08, -4.85, 4.37], [3.94, -3.77, 3.24], [2.30, -4.36, 2.85], [0.46, -3.95, 5.62], [-0.16, -3.31, 4.07], [-0.14, -2.27, 5.51], [4.79, 2.43, 1.34], [3.89, 1.72, 1.45], [5.57, 3.06, 1.27]]}

=====

{"formula": "C50H68BClN9O", "method": "wB97M-V/def2-TZVPD", "lumo_ev": 1.6, "total_charge": -1, "max_force_ev_per_a": 0.81, "energy_ha": -2999.1217, "homo_lumo_gap_ev": 7.09, "species": ["C", "C", "C", "Cl", "B", "C", "C", "C", "O", "C", "C", "C", "C", "C", "C", "C", "C", "H", "H", "H", "H", "H", "H", "H", "H", "H", "H", "H", "H", "H", "H", "H", "H", "H", "H", "H", "H", "H", "H", "H", "N", "C", "C", "C", "C", "H", "H", "H", "H", "H", "N", "C", "C", "C", "C", "H", "H", "H", "H", "H", "N", "C", "C", "C", "C", "H", "H", "H", "H", "H", "N", "C", "C", "C", "C", "H", "H", "H", "H", "H", "N", "C", "C", "C", "C", "H", "H", "H", "H", "H", "N", "C", "C", "C", "C", "H", "H", "H", "H", "H", "N", "C", "C", "C", "C", "H", "H", "H", "H", "H", "N", "C", "C", "C", "C", "H", "H", "H", "H", "H", "N", "C", "C", "C", "C", "H", "H", "H", "H", "H"], "xyz": [[2.96, -4.22, 0.35], [3.55, -2.80, 0.31], [3.30, -1.96, 1.56], [4.23, -2.81, 2.93], [1.73, -1.75, 1.97], [1.00, -0.95, 0.72], [-0.51, -1.17, 0.57], [-0.90, -2.57, 0.18], [-0.27, -2.92, -1.06], [1.51, -0.92, 3.39], [0.53, -1.60, 4.39], [1.23, -2.69, 5.16], [2.03, -2.40, 6.25], [2.73, -3.39, 6.92], [2.61, -4.71, 6.51], [1.79, -5.02, 5.43], [1.11, -4.02, 4.76], [2.75, -4.54, 1.37], [2.01, -4.25, -0.20], [3.63, -4.94, -0.13], [4.63, -2.88, 0.15], [3.14, -2.28, -0.56], [3.83, -1.02, 1.45], [1.23, -2.86, 2.10], [1.48, -1.14, -0.25], [1.13, 0.13, 0.90], [-0.97, -0.96, 1.55], [-0.95, -0.47, -0.14], [-2.00, -2.62, 0.04], [-0.66, -3.29, 0.97], [-0.63, -3.76, -1.35], [2.46, -0.77, 3.90], [1.10, 0.07, 3.14], [-0.28, -2.05, 3.81], [0.14, -0.85, 5.08], [2.13, -1.37, 6.58], [3.38, -3.15, 7.75], [3.15, -5.50, 7.03], [1.70, -6.05, 5.11], [0.49, -4.27, 3.90], [1.65, -1.26, -2.67], [2.51, -0.29, -2.24], [3.18, 0.19, -3.33], [2.70, -0.50, -4.47], [1.75, -1.39, -4.03], [1.04, -1.79, -2.07], [2.57, -0.04, -1.19], [3.94, 0.96, -3.30], [3.01, -0.37, -5.50], [1.15, -2.11, -4.56], [6.21, 1.20, -1.58], [6.65, 0.02, -1.04], [6.05, -0.12, 0.18], [5.26, 1.03, 0.41], [5.37, 1.83, -0.70], [6.46, 1.55, -2.49], [7.31, -0.63, -1.59], [6.16, -0.97, 0.84], [4.65, 1.24, 1.27], [4.91, 2.77, -0.94], [3.23, -3.94, 10.60], [4.38, -3.25, 10.86], [4.60, -3.30, 12.21], [3.54, -4.06, 12.79], [2.71, -4.43, 11.77], [2.82, -4.06, 9.69], [4.93, -2.79, 10.07], [5.43, -2.86, 12.73], [3.41, -4.29, 13.83], [1.80, -5.01, 11.77], [-3.74, 0.66, -2.50], [-3.59, 1.82, -3.22], [-2.26, 1.98, -3.48], [-1.57, 0.87, -2.91], [-2.52, 0.08, -2.31], [-4.62, 0.29, -2.17], [-4.44, 2.44, -3.47], [-1.82, 2.80, -4.02], [-0.51, 0.68, -2.92], [-2.42, -0.85, -1.77], [-3.13, -0.90, -5.42], [-2.22, -1.65, -6.10], [-2.74, -1.93, -7.34], [-4.02, -1.32, -7.41], [-4.22, -0.68, -6.21], [-3.00, -0.55, -4.48], [-1.28, -1.92, -5.65], [-2.26, -2.51, -8.11], [-4.70, -1.34, -8.24], [-5.06, -0.11, -5.85], [7.17, 5.10, -0.28], [7.67, 4.06, 0.45], [8.29, 4.58, 1.56], [8.15, 6.00, 1.49], [7.45, 6.28, 0.35], [6.66, 5.00, -1.14], [7.54, 3.04, 0.13], [8.78, 4.01, 2.33], [8.52, 6.72, 2.20], [7.13, 7.22, -0.07], [-8.13, 1.51, -4.58], [-7.15, 1.18, -3.69], [-7.76, 0.87, -2.50], [-9.16, 1.02, -2.69], [-9.36, 1.41, -3.98], [-7.97, 1.79, -5.53], [-6.12, 1.19, -3.98], [-7.26, 0.57, -1.59], [-9.93, 0.85, -1.95], [-10.26, 1.63, -4.52], [2.17, 5.44, 0.64], [2.99, 4.70, -0.16], [2.24, 4.17, -1.18], [0.90, 4.62, -0.99], [0.89, 5.40, 0.14], [2.45, 5.93, 1.46], [4.04, 4.60, 0.07], [2.60, 3.53, -1.97], [0.05, 4.39, -1.60], [0.09, 5.92, 0.63], [-12.72, 2.24, -5.96], [-13.07, 3.39, -6.62], [-13.90, 4.10, -5.81], [-14.05, 3.37, -4.60], [-13.31, 2.23, -4.72], [-12.11, 1.53, -6.32], [-12.70, 3.59, -7.61], [-14.35, 5.05, -6.05], [-14.64, 3.65, -3.74], [-13.15, 1.41, -4.04]]}

=====

{"formula": "C50H68F19IN2O14", "method": "wB97M-V/def2-TZVPD", "lumo_ev": -0.3, "max_force_ev_per_a": 2.01, "energy_ha": -5304.1660, "homo_lumo_gap_ev": 8.77, "smiles": "CCCCCCCCCc1nc2cc(I)c(CCCCOC(C)=O)cc2nc1[C@@H](F)CC.CCOC(=O)C(F)(F)F.CCOC(=O)C(F)(F)F.CCOC(=O)C(F)(F)F.CCOC(=O)C(F)(F)F.CCOC(=O)C(F)(F)F.CCOC(=O)C(F)(F)F", "species": ["C", "C", "C", "C", "C", "C", "C", "C", "C", "C", "N", "C", "C", "C", "I", "C", "C", "C", "C", "C", "O", "C", "C", "O", "C", "C", "N", "C", "C", "F", "C", "C", "H", "H", "H", "H", "H", "H", "H", "H", "H", "H", "H", "H", "H", "H", "H", "H", "H", "H", "H", "H", "H", "H", "H", "H", "H", "H", "H", "H", "H", "H", "H", "H", "H", "H", "H", "H", "H", "H", "C", "C", "O", "C", "O", "C", "F", "F", "F", "H", "H", "H", "H", "H", "C", "C", "O", "C", "O", "C", "F", "F", "F", "H", "H", "H", "H", "H", "C", "C", "O", "C", "O", "C", "F", "F", "F", "H", "H", "H", "H", "H", "C", "C", "O", "C", "O", "C", "F", "F", "F", "H", "H", "H", "H", "H", "C", "C", "O", "C", "O", "C", "F", "F", "F", "H", "H", "H", "H", "H", "C", "C", "O", "C", "O", "C", "F", "F", "F", "H", "H", "H", "H", "H"], "xyz": [[7.70, -7.01, 0.56], [6.41, -6.48, -0.08], [6.64, -5.56, -1.29], [7.42, -4.27, -0.96], [6.73, -3.40, 0.10], [5.47, -2.68, -0.45], [4.23, -3.00, 0.42], [2.98, -2.30, -0.14], [2.22, -1.40, 0.89], [0.74, -1.68, 0.99], [0.31, -2.10, 2.14], [-1.03, -2.33, 2.21], [-1.55, -2.77, 3.43], [-2.85, -3.04, 3.59], [-3.54, -3.66, 5.49], [-3.72, -2.90, 2.48], [-5.20, -3.20, 2.60], [-5.78, -4.21, 1.56], [-4.78, -5.28, 1.10], [-5.51, -6.48, 0.48], [-6.32, -6.11, -0.64], [-5.63, -5.67, -1.73], [-4.37, -6.37, -2.22], [-6.07, -4.73, -2.35], [-3.22, -2.48, 1.30], [-1.86, -2.16, 1.12], [-1.44, -1.70, -0.10], [-0.16, -1.46, -0.12], [0.45, -0.93, -1.43], [-0.56, -0.83, -2.38], [1.04, 0.50, -1.29], [0.18, 1.56, -2.01], [8.59, -6.43, 0.31], [7.90, -8.03, 0.21], [7.59, -7.07, 1.65], [5.82, -7.34, -0.42], [5.81, -5.98, 0.68], [7.19, -6.09, -2.07], [5.67, -5.28, -1.73], [8.42, -4.54, -0.61], [7.58, -3.70, -1.88], [6.51, -3.98, 0.99], [7.45, -2.61, 0.36], [5.26, -3.05, -1.46], [5.67, -1.61, -0.48], [4.09, -4.08, 0.32], [4.49, -2.70, 1.44], [3.28, -1.64, -0.97], [2.26, -2.99, -0.58], [2.64, -1.62, 1.87], [2.42, -0.34, 0.72], [-0.88, -2.88, 4.27], [-5.72, -2.25, 2.45], [-5.48, -3.52, 3.60], [-6.60, -4.74, 2.06], [-6.22, -3.65, 0.74], [-4.28, -5.67, 1.99], [-4.04, -4.91, 0.39], [-4.75, -7.23, 0.23], [-6.19, -6.90, 1.22], [-3.69, -6.62, -1.41], [-3.88, -5.67, -2.89], [-4.61, -7.25, -2.83], [-3.90, -2.39, 0.46], [1.15, -1.67, -1.83], [2.01, 0.50, -1.79], [1.15, 0.81, -0.25], [0.60, 2.53, -1.75], [-0.83, 1.53, -1.59], [0.18, 1.39, -3.08], [-9.21, 2.36, 1.66], [-7.77, 2.33, 2.11], [-7.67, 2.03, 3.52], [-7.73, 0.75, 3.84], [-7.84, -0.17, 3.08], [-7.57, 0.58, 5.36], [-8.31, 1.46, 6.04], [-6.29, 0.76, 5.73], [-7.93, -0.64, 5.75], [-9.79, 3.06, 2.27], [-9.28, 2.67, 0.61], [-9.68, 1.38, 1.76], [-7.31, 3.31, 1.98], [-7.18, 1.62, 1.53], [-3.21, 2.09, 4.49], [-3.32, 3.43, 5.19], [-2.90, 4.51, 4.31], [-3.82, 4.94, 3.46], [-4.94, 4.53, 3.36], [-3.26, 6.11, 2.64], [-2.02, 5.86, 2.20], [-3.21, 7.23, 3.36], [-4.02, 6.35, 1.56], [-2.20, 1.95, 4.11], [-3.44, 1.29, 5.18], [-3.89, 2.03, 3.64], [-2.65, 3.47, 6.04], [-4.33, 3.61, 5.56], [-3.29, -1.37, -3.46], [-4.61, -1.44, -4.21], [-5.45, -0.32, -3.85], [-5.22, 0.82, -4.48], [-4.38, 1.01, -5.32], [-6.22, 1.89, -4.02], [-6.38, 1.88, -2.69], [-7.43, 1.67, -4.56], [-5.83, 3.11, -4.37], [-3.46, -1.30, -2.39], [-2.68, -2.25, -3.67], [-2.73, -0.48, -3.75], [-5.15, -2.33, -3.93], [-4.46, -1.47, -5.29], [-4.30, 5.28, -1.59], [-4.44, 6.79, -1.65], [-4.76, 7.22, -2.99], [-6.04, 7.15, -3.34], [-6.93, 6.76, -2.64], [-6.22, 7.69, -4.76], [-5.28, 7.22, -5.59], [-6.15, 9.02, -4.78], [-7.40, 7.34, -5.26], [-3.57, 4.93, -2.32], [-3.98, 4.97, -0.60], [-5.25, 4.79, -1.82], [-3.50, 7.26, -1.40], [-5.19, 7.15, -0.95], [6.59, 2.08, 3.90], [5.87, 2.50, 2.63], [6.70, 2.27, 1.48], [6.70, 1.04, 0.99], [6.09, 0.11, 1.43], [7.59, 0.98, -0.26], [8.75, 1.63, -0.08], [6.98, 1.53, -1.31], [7.89, -0.27, -0.60], [7.55, 2.58, 3.98], [5.99, 2.33, 4.77], [6.78, 1.01, 3.91], [5.67, 3.56, 2.65], [4.92, 1.98, 2.52], [10.39, 3.65, -1.53], [10.58, 2.71, -2.70], [11.49, 3.26, -3.66], [12.78, 3.09, -3.41], [13.24, 2.54, -2.45], [13.63, 3.69, -4.54], [13.17, 4.89, -4.92], [13.60, 2.89, -5.62], [14.90, 3.84, -4.18], [10.08, 4.64, -1.88], [9.64, 3.27, -0.85], [11.32, 3.79, -0.98], [9.64, 2.57, -3.22], [10.92, 1.73, -2.37]]}